11 unconnected molecules or ions with the total composition C20H67N5O11, computed with wB97M-V/def2-TZVPD.

XYZ file:
```
103
Properties=species:S:1:pos:R:3:forces:R:3
C -7.386110 -16.401100 0.148350 -0.42 -0.49 1.19
O -8.650990 -16.278760 0.792900 -0.22 0.44 0.83
C -8.632690 -16.599290 2.211790 -1.72 -0.44 -1.13
C -10.127780 -16.662640 2.738730 0.51 1.58 0.46
C -10.637670 -15.266670 3.084320 -0.39 0.78 -0.70
N -10.302840 -17.319270 4.021390 0.88 -1.48 0.06
H -6.642460 -15.726640 0.572830 0.05 0.27 0.03
H -7.478770 -16.214840 -0.921610 -0.21 -0.15 0.18
H -7.074890 -17.417130 0.391060 0.56 -0.22 -0.61
H -8.237990 -17.605650 2.351640 0.44 -0.15 -0.04
H -8.059110 -15.873130 2.787810 0.13 0.10 0.02
H -10.771650 -17.169100 2.019680 0.19 0.09 -0.18
H -10.793580 -14.611200 2.227480 0.23 -0.02 -0.14
H -9.943990 -14.771620 3.763900 0.26 0.01 -0.04
H -11.580840 -15.292090 3.630100 -0.06 -0.33 -0.15
H -9.972150 -18.270120 3.939970 -0.23 -0.60 -0.05
H -9.640750 -16.958650 4.693470 0.01 0.60 0.29
C -8.277400 -6.232330 17.915240 -1.00 1.13 0.43
O -8.590460 -6.903270 16.755100 -0.30 -1.18 0.38
C -7.589590 -6.823510 15.800520 -1.19 -0.57 -0.52
C -8.137170 -7.647350 14.609300 2.21 1.95 -1.11
C -8.351560 -9.098100 14.881520 -0.10 -0.23 1.20
N -7.090670 -7.470070 13.563020 -0.15 -0.97 -0.36
H -7.279770 -6.393540 18.323700 0.09 -0.44 0.00
H -9.077350 -6.469350 18.616660 0.34 -0.06 0.33
H -8.376620 -5.171810 17.683830 0.23 0.53 0.33
H -7.441450 -5.767520 15.574610 0.09 0.27 -0.63
H -6.640560 -7.176930 16.203690 0.21 -0.50 -0.20
H -9.040880 -7.192010 14.204250 -0.41 0.11 0.61
H -9.175140 -9.147740 15.593810 -0.28 -0.32 -0.23
H -7.512750 -9.526190 15.430360 0.29 -0.01 -0.24
H -8.545870 -9.706500 13.998230 -0.11 0.20 -0.02
H -7.494810 -7.877980 12.732120 0.29 -0.25 -0.38
H -6.912880 -6.514460 13.288630 -0.21 0.35 0.40
C -8.681370 -5.312960 -1.766320 0.32 0.03 0.76
O -8.214760 -6.205260 -0.748000 -1.11 0.11 -0.16
C -9.261190 -6.766310 0.092700 1.21 0.40 -0.33
C -8.480130 -7.665240 1.051960 0.68 -0.31 2.07
C -9.377530 -8.436210 2.054950 -0.73 1.21 -0.99
N -7.472440 -6.950240 1.912780 -0.44 0.02 -0.73
H -7.845430 -5.071480 -2.422810 -0.02 -0.43 -0.09
H -8.969760 -4.351120 -1.342290 -0.30 0.07 0.26
H -9.528870 -5.720180 -2.317700 0.04 -0.15 -0.15
H -9.896610 -6.008800 0.551540 0.53 0.50 0.57
H -10.006930 -7.294170 -0.501720 0.30 -0.69 -0.33
H -7.924660 -8.390430 0.457270 -0.26 -0.14 -0.41
H -9.926540 -7.739580 2.688500 -0.28 0.44 -0.37
H -8.943620 -9.053190 2.841810 0.59 -0.54 -0.84
H -10.075410 -8.909530 1.364270 -0.33 -0.79 0.75
H -7.003180 -7.692740 2.411340 -0.09 -0.17 0.46
H -6.714640 -6.595110 1.347340 -0.10 0.45 -0.45
C -5.837630 -3.479600 9.967730 -1.29 -0.12 -1.72
O -7.029380 -4.243990 9.548200 0.61 0.14 1.75
C -7.456340 -4.112880 8.223620 -0.37 -0.13 -0.85
C -8.966160 -4.512010 7.998760 0.63 -1.64 0.67
C -9.366730 -5.950650 8.408590 0.15 0.05 0.94
N -9.390070 -4.442840 6.619790 0.50 1.25 -0.70
H -5.120680 -3.585430 9.153570 0.30 0.24 0.09
H -5.359350 -3.778500 10.900480 -0.65 -0.68 -0.06
H -6.141250 -2.438860 10.080720 0.13 0.15 -0.12
H -7.370520 -3.105720 7.815740 -0.05 0.68 0.40
H -6.796270 -4.657450 7.548450 0.06 -0.70 -0.12
H -9.538920 -3.787580 8.577780 -0.20 -0.08 0.05
H -9.250070 -6.147970 9.474200 0.08 0.20 0.10
H -8.819230 -6.754380 7.916290 0.43 0.30 -0.32
H -10.410140 -6.152920 8.166750 -0.08 0.37 -0.03
H -8.957170 -5.143190 6.034810 0.07 -0.60 0.24
H -8.993830 -3.598270 6.232760 -0.30 0.56 -0.32
C -6.912830 -21.847830 11.297660 0.51 -0.63 -1.10
O -6.407590 -21.138570 10.156600 0.17 0.61 0.60
C -6.957460 -19.813940 10.098350 -0.47 -1.20 -0.13
C -6.817930 -19.145880 8.720680 1.57 -2.29 -0.29
C -5.339160 -19.183250 8.181610 -0.29 0.05 1.11
N -7.308900 -17.836100 8.785290 -0.19 2.57 0.25
H -6.807300 -21.310880 12.240350 -0.58 0.41 -0.12
H -6.343220 -22.762690 11.460970 0.43 0.07 -0.39
H -7.891550 -22.217260 10.991510 -0.53 0.40 0.79
H -8.024160 -19.882090 10.311930 -0.51 -0.15 -0.21
H -6.631010 -19.207290 10.943050 0.84 0.34 -0.10
H -7.417000 -19.697650 7.996260 -0.18 -0.21 0.10
H -4.950420 -20.161290 7.897980 -0.66 -0.17 -0.23
H -4.687640 -18.957400 9.025770 0.15 0.51 0.10
H -5.144330 -18.472080 7.378890 -0.28 0.00 0.03
H -8.165600 -17.718950 9.307240 -0.67 -0.59 -0.29
H -6.708280 -17.287330 9.383810 0.66 0.31 -0.14
O -11.109590 -15.921750 11.308720 0.32 -0.09 0.09
H -11.515960 -15.055170 11.296800 -0.09 0.28 -0.06
H -11.843910 -16.532100 11.241710 -0.17 -0.18 -0.02
O -5.884590 -13.385370 5.840670 -0.14 0.22 -0.07
H -6.282960 -14.158180 6.241040 -0.15 -0.25 0.10
H -4.943440 -13.509870 5.963030 0.25 0.01 0.01
O -8.375510 -11.870110 9.107500 -0.31 0.09 0.06
H -7.644090 -12.135010 9.665240 0.20 -0.12 0.18
H -8.028870 -11.921310 8.216740 0.12 -0.01 -0.28
O -5.044950 -13.748160 11.080300 -0.32 -0.03 -0.05
H -4.275840 -14.243900 10.799330 0.17 -0.18 -0.07
H -4.687250 -12.948590 11.466260 0.08 0.24 0.15
O -12.707650 -12.406970 8.359240 -0.14 -0.20 0.09
H -11.783430 -12.181880 8.465990 0.32 0.03 0.07
H -13.077840 -11.674140 7.867160 -0.13 0.16 -0.12
O -7.829540 -15.273040 13.791820 0.09 -0.06 0.24
H -8.641880 -15.527320 13.354010 -0.29 -0.10 -0.13
H -7.355750 -14.758360 13.138480 0.20 0.14 -0.19
```
Forces are in eV/Å.

SMILES   COC[C@H](C)N.COC[C@H](C)N.COC[C@H](C)N.COC[C@H](C)N.COC[C@H](C)N.O.O.O.O.O.O
Energy above the lowest of the compared OMol25 structures with the same formula, charge and spin   363.8 kJ/mol
Net charge   0

15 unconnected molecules or ions with the total composition C20H68N2O15, computed with wB97M-V/def2-TZVPD.

XYZ file:
```
105
Properties=species:S:1:pos:R:3:forces:R:3
C 4.150647 0.075914 9.783666 -1.23 0.18 1.82
O 3.282147 1.056494 10.413306 0.39 -0.02 -0.52
H 3.542897 -0.572836 9.152906 0.44 0.16 -0.56
H 5.061737 0.509574 9.371396 -0.23 -0.08 -0.33
H 4.385867 -0.519776 10.665666 0.56 -0.26 -0.29
H 2.829797 1.572224 9.741746 0.04 0.04 -0.14
C 0.416307 10.795414 4.545306 1.18 -0.64 0.09
O 0.240597 11.806894 5.519706 -0.50 0.06 -0.23
H 1.313727 10.972754 3.952616 -0.04 0.41 -0.42
H 0.665367 9.842914 5.013066 -0.47 -0.30 0.19
H -0.429103 10.650174 3.872776 -0.15 0.43 0.38
H 0.920087 11.687224 6.187226 -0.02 0.04 -0.01
O 1.476197 -0.154086 -7.446804 -0.05 -0.18 -0.14
H 1.612397 -0.143236 -6.499414 0.03 -0.04 0.25
H 1.633947 0.748944 -7.722294 0.03 0.23 -0.11
O 6.771007 3.595974 4.581156 0.00 0.23 0.01
H 6.486857 3.031414 3.862286 -0.08 -0.11 -0.22
H 6.999177 2.990184 5.286266 0.08 -0.12 0.20
O -7.549473 6.476894 -1.455094 0.03 0.03 0.29
H -7.036653 6.021354 -2.122724 0.15 -0.15 -0.19
H -8.282223 6.861384 -1.936204 -0.19 0.10 -0.11
O -8.716343 -3.641716 6.620546 0.05 -0.20 -0.07
H -8.886643 -3.390406 7.528336 -0.03 0.02 0.25
H -8.818573 -2.830026 6.123616 -0.02 0.18 -0.18
O -10.623253 4.779914 2.085416 -0.17 -0.14 -0.08
H -10.524643 4.927304 3.026046 -0.01 0.01 0.24
H -9.944123 5.322714 1.684946 0.20 0.12 -0.18
O -7.080593 4.456594 -5.813844 0.12 0.28 0.07
H -7.966093 4.276694 -6.129704 -0.23 -0.05 -0.07
H -6.688363 3.591774 -5.693604 0.09 -0.26 0.04
O -5.323873 -4.600116 2.050176 -0.14 -0.02 -0.19
H -4.879623 -5.280436 2.556176 0.08 -0.21 0.12
H -4.970103 -3.778356 2.390466 0.06 0.23 0.07
O -1.588893 -0.748076 9.688296 -0.11 -0.21 -0.01
H -1.800503 0.048104 9.200906 -0.08 0.19 -0.15
H -0.831993 -0.508186 10.222886 0.21 0.03 0.16
O 0.805187 6.168384 -4.917324 0.01 -0.23 -0.03
H 1.524477 6.742254 -4.653654 0.21 0.11 0.07
H 0.059047 6.756634 -5.033374 -0.23 0.11 -0.04
O -8.169003 0.161274 -5.737044 -0.02 0.26 0.10
H -8.495163 -0.076506 -6.604974 -0.12 -0.04 -0.22
H -7.574243 -0.550566 -5.500864 0.16 -0.18 0.12
O 0.687787 4.836694 9.108386 -0.10 -0.18 -0.15
H 0.561057 4.946734 10.050756 -0.07 0.01 0.25
H 1.399757 5.438094 8.890136 0.18 0.15 -0.10
C 2.492007 -7.271966 -6.229704 -0.08 0.07 0.30
C 4.057027 -7.058316 -6.142664 -0.65 0.53 0.03
C 4.423397 -6.456096 -7.540794 1.24 -1.03 0.65
C 5.803137 -5.777916 -7.654134 -0.51 -0.10 1.11
C 6.010077 -4.707056 -6.549194 -0.77 -1.03 -0.07
C 5.620027 -5.242156 -5.057554 -0.15 1.78 -0.58
N 4.394817 -6.032936 -5.092344 -0.92 0.30 -3.98
O 3.777477 -6.271116 -3.906744 0.48 -0.38 1.12
C 6.825927 -5.894626 -4.434754 0.28 -0.05 -0.70
C 5.325937 -4.012576 -4.187014 -0.60 0.52 -0.46
C 4.733367 -8.454586 -5.855094 -0.10 0.67 0.32
H 2.036627 -7.205266 -5.241634 -0.01 0.34 -0.08
H 2.105337 -8.210776 -6.626214 0.98 -0.70 0.12
H 1.992327 -6.632096 -6.957014 0.23 0.87 0.51
H 4.469607 -7.374046 -8.126724 -0.31 0.21 -0.71
H 3.653317 -5.785206 -7.921564 -0.04 -0.11 0.25
H 5.873707 -5.347626 -8.653124 0.19 0.16 0.06
H 6.608617 -6.505886 -7.557374 -0.01 -0.28 -0.10
H 5.456277 -3.824266 -6.868714 -0.47 0.04 0.57
H 7.050447 -4.397806 -6.649694 0.20 -0.04 0.75
H 7.271507 -6.465386 -5.249484 0.37 -0.81 0.68
H 7.534017 -5.115386 -4.152804 0.10 -0.07 0.00
H 6.534977 -6.408896 -3.518804 0.28 -0.49 -0.17
H 5.210077 -4.176286 -3.115624 0.26 -0.47 -0.04
H 6.124877 -3.286576 -4.337734 -0.06 0.13 0.03
H 4.369077 -3.600146 -4.507054 0.06 0.29 -0.11
H 5.485377 -8.669786 -6.614224 -0.03 -0.25 0.07
H 4.024257 -9.272876 -5.729954 -0.16 0.05 -0.68
H 5.214687 -8.483236 -4.877544 0.42 0.40 0.03
H 4.357017 -6.947986 -3.549574 -0.22 -0.55 1.09
C -3.088093 3.438284 3.519856 -0.76 -0.71 -0.49
C -2.894823 2.160194 2.641236 -0.72 0.68 0.49
C -3.456203 2.459084 1.226666 -0.11 -0.09 -0.44
C -2.964213 1.483064 0.096856 -2.72 0.26 2.27
C -1.523343 1.597494 0.048276 2.06 0.88 -0.33
C -0.776233 1.269324 1.372306 -0.07 0.19 1.38
N -1.439233 2.021234 2.498366 -0.47 -0.39 -0.23
O -0.865343 1.699214 3.789896 -0.32 -0.42 -0.98
C -0.750473 -0.285826 1.519026 -0.78 0.05 0.18
C 0.620977 1.944034 1.388126 0.30 -1.35 -0.76
C -3.708263 1.029334 3.359656 0.70 -0.93 -0.75
H -4.124623 3.726134 3.344216 -0.05 0.40 0.08
H -2.415173 4.248324 3.238596 -0.01 -0.06 0.01
H -3.042163 3.198434 4.582146 0.34 0.08 0.01
H -4.543173 2.534494 1.196476 -0.20 -0.52 0.55
H -3.207533 3.496264 1.001886 0.62 0.05 -0.36
H -3.544983 1.691224 -0.801734 0.51 0.17 -0.27
H -3.266473 0.479184 0.395146 -0.11 -0.24 0.01
H -1.337463 2.650054 -0.165414 0.44 0.14 -0.17
H -1.122143 1.025084 -0.788074 0.42 -0.16 0.17
H -0.528483 -0.760926 2.474586 1.16 0.70 0.18
H -1.751113 -0.715256 1.470026 -0.50 0.43 -0.71
H -0.197903 -0.723546 0.687656 0.25 -0.06 0.23
H 0.576117 3.016784 1.200266 -0.24 -0.11 0.14
H 1.175537 1.727174 2.301106 -0.35 0.18 0.19
H 1.236247 1.488984 0.611936 0.07 0.05 -0.33
H -3.023233 0.296464 3.785966 0.11 0.07 0.16
H -4.311873 0.468404 2.646126 -0.02 0.00 -0.21
H -4.399913 1.305754 4.155466 0.22 0.58 -0.07
H -0.808303 2.565804 4.198996 0.20 0.15 0.06
```
Forces are in eV/Å.

Net charge   0

no.,F_max (Eh/bohr),frontier orbital gap (eV),lowest unoccupied orbital energy (Ha)
1,0.0611,9.18,-0.0014
2,0.0796,8.17,0.0064